1.
{
  "formula": "C4H5NO2",
  "method": "the ωB97M-V functional and the def2-TZVPD basis",
  "elements": ["C", "C", "C", "O", "C", "O", "N", "H", "H", "H", "H", "H"],
  "positions_angstrom": [[0.277392, 1.912136, -0.443529], [0.179634, 0.439751, -0.491229], [0.859919, -0.435811, -1.283372], [0.339634, -1.734556, -0.685125], [-0.400081, -1.489028, 0.328604], [-0.510148, -2.417296, 1.261903], [-0.684180, -0.218083, 0.448937], [-0.680216, 2.369781, -0.703692], [0.586296, 2.271627, 0.548480], [1.036070, 2.177748, -1.178945], [0.147986, -3.053849, 0.946619], [-1.152307, 0.177580, 1.251350]],
  "forces_ev_per_angstrom": [[-0.055, 0.061, -0.094], [-0.072, 0.027, -0.195], [-0.635, 0.199, 0.400], [0.302, -0.114, -0.091], [0.781, 0.212, -0.099], [-0.543, -0.086, -0.165], [0.284, -0.176, 0.224], [0.117, 0.213, -0.040], [-0.026, -0.016, -0.232], [-0.100, 0.265, 0.065], [-0.178, -0.583, 0.352], [0.125, -0.002, -0.125]],
  "orbital_gap_ha": 0.319,
  "e_above_lowest_kcal_mol": 71.3
}

2.
{
  "formula": "C3H7S",
  "method": "the ωB97M-V functional and the def2-TZVPD basis",
  "elements": ["S", "H", "C", "C", "C", "H", "H", "H", "H", "H", "H"],
  "positions_angstrom": [[1.144293, -1.754007, 0.273958], [2.075373, -1.358926, -0.614714], [-1.670113, 0.297510, -0.428063], [-1.004735, 1.586723, 0.056185], [0.290166, 1.844390, -0.127492], [-2.371470, 0.096068, 0.393701], [-1.003046, -0.575479, -0.498464], [-2.289552, 0.620007, -1.271623], [-1.547906, 2.177629, 0.789356], [0.880696, 2.580279, 0.405959], [0.901976, 1.095413, -0.623369]],
  "forces_ev_per_angstrom": [[0.179, -0.164, -0.015], [-0.037, -0.026, 0.029], [-0.660, 1.556, 1.164], [1.228, -0.722, 0.374], [0.123, -0.765, 0.220], [-0.146, -0.383, -0.270], [0.020, 0.541, -0.538], [0.102, -0.805, -0.338], [-0.247, 0.240, -0.306], [-0.426, 0.444, -0.070], [-0.136, 0.085, -0.250]],
  "orbital_gap_ha": 0.249,
  "charge": -1,
  "e_above_lowest_kcal_mol": 20.5
}

3.
{
  "formula": "C26H54Br2FO18PSi2",
  "method": "the ωB97M-V functional and the def2-TZVPD basis",
  "elements": ["C", "C", "C", "F", "Si", "C", "O", "O", "O", "Si", "Br", "C", "C", "C", "C", "O", "C", "C", "O", "P", "C", "O", "C", "Br", "C", "C", "H", "H", "H", "H", "H", "H", "H", "H", "H", "H", "H", "H", "H", "H", "H", "H", "H", "H", "H", "H", "H", "H", "H", "H", "H", "H", "H", "H", "H", "H", "C", "O", "C", "O", "O", "C", "H", "H", "H", "H", "H", "H", "C", "O", "C", "O", "O", "C", "H", "H", "H", "H", "H", "H", "C", "O", "C", "O", "O", "C", "H", "H", "H", "H", "H", "H", "C", "O", "C", "O", "O", "C", "H", "H", "H", "H", "H", "H"],
  "positions_angstrom": [[-2.455127, -0.627530, 1.763440], [-1.816874, -0.297175, 0.404317], [-1.425252, 1.179153, 0.202623], [-2.192739, 2.016970, 1.017767], [0.429455, 1.637766, 0.349770], [1.567609, 0.123678, 0.162898], [2.787987, 0.374176, 0.869017], [3.444851, 1.352496, 0.049796], [0.770323, 2.881968, -0.694892], [0.962173, 2.852866, -2.321621], [3.010125, 3.668500, -2.757480], [0.897445, 1.209057, -3.209312], [-0.426436, 0.421393, -3.144193], [-0.516882, -0.608001, -4.299731], [-0.285207, -2.036881, -3.861466], [-1.246977, -2.418646, -2.854071], [-2.259471, -3.197972, -3.331939], [-3.623454, -2.606158, -3.128041], [-2.060097, -4.239834, -3.863928], [-0.404796, 4.429039, -3.183760], [-2.103448, 3.703274, -3.250107], [0.065042, 4.450269, -4.781856], [0.751871, 2.337026, 2.078755], [0.116550, 4.185602, 2.172434], [0.175716, 1.556880, 3.256005], [0.805273, 0.176721, 3.454891], [-3.282354, -1.320375, 1.612227], [-1.764686, -1.119449, 2.446340], [-2.866423, 0.247144, 2.259230], [-2.539188, -0.558760, -0.370910], [-0.969958, -0.964615, 0.242897], [-1.711516, 1.444799, -0.822707], [1.166113, -0.780063, 0.618063], [1.840620, -0.128318, -0.867119], [3.955791, 1.856783, 0.699145], [1.066963, 1.476055, -4.259294], [1.748422, 0.570535, -2.958224], [-1.283382, 1.086178, -3.215429], [-0.452438, -0.154609, -2.216562], [0.229462, -0.377007, -5.061353], [-1.495377, -0.531111, -4.781248], [0.710727, -2.135197, -3.425475], [-0.347919, -2.729917, -4.698254], [-4.337935, -3.392321, -2.903284], [-3.889135, -2.078852, -4.043092], [-3.594981, -1.907181, -2.294595], [-2.379431, 3.301941, -4.227800], [-2.797805, 4.519059, -3.048767], [-2.306901, 2.938198, -2.500891], [-0.136602, 3.623432, -5.237782], [1.824622, 2.420640, 2.247464], [-0.909705, 1.469502, 3.207874], [0.390331, 2.136028, 4.157130], [1.891927, 0.222692, 3.401686], [0.429230, -0.578356, 2.764805], [0.557315, -0.170929, 4.458874], [3.852889, 6.212199, 3.850700], [4.229807, 5.534115, 5.054535], [3.873755, 4.253169, 5.087602], [3.292779, 3.660658, 4.215168], [4.259877, 3.727143, 6.251359], [3.961867, 2.330012, 6.364719], [4.198182, 7.235623, 3.961767], [4.331732, 5.754063, 2.987454], [2.772151, 6.196982, 3.723772], [4.485183, 1.780202, 5.584807], [2.892550, 2.148318, 6.285534], [4.314806, 2.003039, 7.338172], [-4.920728, -0.737147, -8.424697], [-4.219104, 0.172540, -7.571132], [-4.167207, 1.422907, -8.032258], [-4.644346, 1.815412, -9.062627], [-3.491554, 2.162149, -7.151531], [-3.350947, 3.538026, -7.518079], [-4.883602, -1.703344, -7.930442], [-5.956012, -0.425810, -8.547493], [-4.435706, -0.801908, -9.396494], [-4.322514, 4.019822, -7.605704], [-2.801677, 3.638321, -8.452008], [-2.786391, 4.011750, -6.719281], [-0.268247, -6.239688, 4.043310], [-0.524584, -5.316271, 2.981739], [-1.084984, -5.864602, 1.905432], [-1.367321, -7.025987, 1.772886], [-1.284791, -4.904417, 0.999542], [-1.909757, -5.371257, -0.200614], [0.174458, -5.658952, 4.846440], [-1.195351, -6.694176, 4.387341], [0.425650, -7.013228, 3.720635], [-2.887336, -5.793886, 0.024768], [-1.289453, -6.113243, -0.697956], [-2.033775, -4.508144, -0.847746], [5.053976, -1.734300, 4.187656], [4.540603, -2.769340, 5.032781], [3.579915, -2.372049, 5.866081], [3.120817, -1.261084, 5.929758], [3.214965, -3.412608, 6.611600], [2.180172, -3.125178, 7.556686], [5.815687, -2.201291, 3.570896], [4.269212, -1.323773, 3.555509], [5.500161, -0.940985, 4.784701], [1.275665, -2.798698, 7.047028], [2.505351, -2.361383, 8.260195], [1.989732, -4.054265, 8.085233]],
  "forces_ev_per_angstrom": [[-0.058, -0.193, 0.034], [-0.456, -0.046, 0.162], [0.417, -0.255, -0.533], [-0.040, 0.091, 0.087], [-0.198, 0.605, 1.081], [0.263, 0.151, -0.208], [0.049, -0.179, 0.036], [0.115, 0.137, -0.142], [-0.268, -0.939, -0.405], [0.381, 0.389, -0.259], [-0.205, -0.077, 0.018], [-0.240, -0.162, -0.035], [0.717, -0.514, -0.474], [-0.315, 0.163, 0.147], [0.465, -0.111, 0.163], [-0.127, 0.510, -0.352], [-0.280, 0.445, 0.446], [0.229, -0.021, 0.684], [0.220, -0.851, -0.627], [0.204, 0.519, 0.159], [-0.373, 0.074, 0.086], [-0.246, -0.255, -0.055], [0.004, -0.245, 0.004], [-0.052, 0.053, -0.073], [0.129, -0.072, 0.342], [-0.127, 0.061, 0.272], [0.012, -0.052, 0.026], [0.100, 0.101, 0.023], [0.032, 0.080, -0.046], [-0.001, 0.022, -0.048], [0.090, 0.095, -0.109], [0.022, 0.019, 0.004], [-0.083, 0.020, 0.101], [-0.175, -0.047, -0.041], [-0.109, -0.039, 0.086], [0.082, 0.209, 0.003], [0.015, 0.022, 0.080], [-0.053, 0.046, 0.261], [-0.345, 0.258, 0.181], [-0.002, 0.012, -0.099], [-0.001, -0.066, -0.048], [-0.052, -0.076, 0.129], [0.009, -0.066, -0.011], [-0.104, -0.030, -0.252], [-0.131, 0.026, -0.003], [-0.078, 0.149, -0.094], [0.236, -0.129, -0.044], [-0.049, 0.010, -0.025], [0.141, -0.005, 0.066], [0.131, 0.050, -0.049], [0.055, 0.077, -0.089], [-0.044, 0.080, -0.191], [-0.025, 0.072, -0.023], [0.042, -0.037, -0.107], [0.090, 0.024, -0.148], [0.004, -0.080, -0.013], [-0.028, 0.162, -0.087], [0.013, -0.048, 0.038], [-0.012, 0.006, 0.180], [0.000, -0.077, -0.188], [-0.044, 0.025, -0.048], [0.063, -0.203, 0.029], [0.030, -0.026, 0.077], [-0.047, -0.047, -0.002], [0.004, -0.079, -0.031], [-0.091, -0.067, -0.022], [-0.006, 0.025, -0.075], [0.050, 0.176, 0.025], [-0.053, -0.154, -0.026], [0.020, 0.008, 0.038], [0.017, -0.020, 0.020], [-0.008, 0.008, -0.009], [0.053, 0.008, 0.077], [0.094, 0.234, 0.043], [0.043, 0.035, 0.056], [0.018, 0.048, -0.047], [-0.030, 0.058, -0.020], [-0.029, -0.067, -0.072], [-0.076, -0.057, -0.055], [-0.002, -0.087, 0.052], [0.044, -0.025, 0.139], [0.023, 0.074, 0.018], [-0.028, 0.068, -0.058], [-0.003, -0.017, 0.013], [0.021, -0.022, 0.025], [-0.160, 0.030, -0.161], [0.019, 0.072, -0.042], [0.000, -0.049, -0.059], [-0.046, -0.029, -0.028], [0.040, -0.096, 0.005], [-0.014, -0.040, 0.034], [0.129, 0.085, 0.106], [0.083, 0.029, -0.114], [-0.027, 0.002, 0.056], [0.103, -0.033, -0.142], [-0.027, 0.088, 0.068], [-0.027, -0.035, 0.015], [-0.074, -0.059, 0.088], [-0.019, -0.066, 0.038], [-0.047, 0.027, 0.036], [-0.048, 0.025, 0.020], [0.020, 0.070, -0.008], [-0.019, 0.050, -0.041], [0.059, -0.034, -0.040]],
  "orbital_gap_ha": 0.320
}

4.
{
  "formula": "C19H24N2O3S",
  "method": "the ωB97M-V functional and the def2-TZVPD basis",
  "elements": ["C", "C", "O", "C", "C", "C", "N", "C", "O", "C", "N", "C", "O", "C", "C", "C", "C", "C", "S", "H", "H", "H", "H", "H", "H", "C", "C", "C", "C", "C", "C", "H", "H", "H", "H", "H", "H", "H", "H", "H", "H", "H", "H", "H", "H", "H", "H", "H", "H"],
  "positions_angstrom": [[1.203327, 0.904501, -4.604561], [0.630527, 1.481034, -3.311742], [1.606009, 1.886372, -2.376437], [2.266060, 0.825502, -1.716871], [3.284288, 1.416016, -0.743879], [3.702595, 0.404170, 0.327509], [2.615136, 0.166902, 1.250246], [1.793021, -0.891862, 1.134020], [2.025754, -1.884100, 0.478980], [0.465142, -0.669188, 1.908902], [-0.318561, 0.275311, 1.122763], [-0.131586, 1.602937, 1.158014], [0.686796, 2.142034, 1.882783], [-0.990563, 2.406327, 0.181041], [-2.323066, 1.809829, -0.094535], [-3.493040, 2.030313, 0.562540], [-4.569619, 1.258810, 0.066135], [-4.207225, 0.452765, -0.960135], [-2.540667, 0.624153, -1.353488], [-4.807697, -0.233933, -1.522155], [-5.568467, 1.306897, 0.460749], [-3.586835, 2.727462, 1.375839], [-1.102932, 3.408177, 0.600275], [-0.401656, 2.491605, -0.737698], [-0.980590, -0.122800, 0.472261], [-0.294558, -1.947800, 2.105080], [-0.769261, -2.653779, 1.005926], [-1.459141, -3.839544, 1.183962], [-1.680912, -4.331221, 2.458771], [-1.204753, -3.635483, 3.556830], [-0.513531, -2.450056, 3.380559], [-0.140443, -1.910436, 4.239263], [-1.370701, -4.017104, 4.553468], [-2.219344, -5.257218, 2.596456], [-1.820261, -4.383774, 0.323873], [-0.579694, -2.291612, 0.006443], [0.693145, -0.195520, 2.870368], [2.256323, 0.990692, 1.726002], [4.559605, 0.787982, 0.886674], [3.966000, -0.554009, -0.125688], [4.159647, 1.756575, -1.296428], [2.831961, 2.285253, -0.261324], [2.774191, 0.168402, -2.434048], [1.523613, 0.218745, -1.175292], [0.067978, 2.391989, -3.536618], [-0.052544, 0.749858, -2.850443], [0.400098, 0.765439, -5.322709], [1.679715, -0.056858, -4.430541], [1.936714, 1.590246, -5.021141]],
  "forces_ev_per_angstrom": [[-0.021, 0.118, 0.420], [-0.090, -0.021, -0.225], [0.159, 0.167, 0.037], [0.080, -0.032, 0.208], [-0.163, -0.242, -0.138], [0.115, 0.066, -0.238], [0.244, 0.329, 0.090], [-0.210, 0.134, 0.599], [0.007, -0.244, -0.302], [0.292, -0.047, -0.052], [-0.074, -0.398, -0.015], [-0.372, 0.119, -0.348], [0.237, 0.307, 0.283], [0.261, 0.048, 0.167], [-0.238, -0.231, -0.392], [0.287, 0.033, -0.103], [-0.132, -0.157, -0.109], [0.290, -0.105, -0.131], [-0.323, 0.420, 0.387], [-0.198, -0.127, -0.078], [-0.186, -0.017, 0.039], [0.039, 0.155, 0.163], [0.072, -0.096, -0.033], [0.051, 0.091, 0.033], [-0.056, 0.127, 0.110], [0.011, 0.023, 0.081], [-0.032, -0.023, 0.058], [-0.054, 0.028, -0.095], [-0.011, -0.055, 0.075], [-0.044, -0.101, 0.068], [0.042, 0.106, -0.107], [0.036, 0.068, 0.080], [-0.018, -0.028, 0.077], [-0.040, -0.073, 0.011], [-0.025, -0.045, -0.071], [0.047, 0.020, -0.114], [-0.061, -0.087, -0.133], [-0.115, -0.199, -0.012], [-0.004, -0.108, -0.095], [0.090, 0.083, 0.094], [0.046, 0.069, -0.016], [0.022, 0.046, 0.004], [-0.050, -0.004, 0.056], [0.068, 0.004, -0.077], [-0.057, -0.140, 0.022], [0.046, 0.104, -0.030], [-0.074, -0.048, -0.117], [0.046, -0.098, -0.053], [0.059, 0.059, -0.079]],
  "smiles": "CCOCCCNC(=O)[C@@H](NC(=O)Cc1cccs1)c1ccccc1",
  "orbital_gap_ha": 0.351,
  "e_above_lowest_kcal_mol": 2.0
}